(1)
16
Properties=species:S:1:pos:R:3 method="wB97M-V/def2-TZVPD" homo_lumo_gap_ev=12.75 homo_ev=-11.7 smiles=CC.CC energy_ev=-4342.25684 e_lumo_ha=0.0387 multiplicity=1
C 0.29912 2.31842 -0.87696
C 1.84505 2.29263 -0.95287
C -1.51949 -2.00156 0.37513
C -0.63169 -2.58006 1.45790
H -2.11506 -1.13943 0.68908
H 2.30202 2.69575 -0.04748
H -1.21045 -2.93670 2.31170
H -1.01462 -1.71161 -0.54172
H -0.11186 -3.46727 1.08348
H -0.15390 2.74521 -1.77285
H -0.03426 1.27805 -0.87059
H 2.20375 1.27118 -0.97980
H 0.14342 -1.92412 1.84376
H 2.16567 2.86408 -1.81642
H -2.29453 -2.74996 0.19660
H -0.13137 2.86464 -0.04740


(2)
16
Properties=species:S:1:pos:R:3 method="wB97M-V/def2-TZVPD" homo_lumo_gap_ev=12.55 homo_ev=-11.4 smiles=CC.CC energy_ev=-4341.59613 e_lumo_ha=0.0421 multiplicity=1
C -1.18675 0.03886 1.61097
C 2.14835 -0.93862 -0.96231
C 0.98736 0.06357 -1.29150
C -1.88610 0.85255 0.55217
H 1.90160 -1.97109 -0.86452
H 0.20136 -0.00889 -0.52491
H -2.63802 0.14097 0.11813
H -2.52761 1.65587 0.93707
H -0.30699 0.49159 2.03183
H 1.36965 1.04820 -1.03306
H -1.24255 -1.00822 1.44291
H 2.85506 -0.72121 -0.03846
H 0.56919 -0.04499 -2.33277
H -1.78402 0.12598 2.51442
H 2.81420 -0.90189 -1.83241
H -1.27473 1.17730 -0.32755


(3)
16
Properties=species:S:1:pos:R:3 method="wB97M-V/def2-TZVPD" homo_lumo_gap_ev=12.17 homo_ev=-11.0 smiles=CC.CC energy_ev=-4341.49878 e_lumo_ha=0.0415 multiplicity=1
C -0.23050 -0.40516 1.66673
C 0.49147 0.18088 -1.60789
C -1.49868 -1.03955 2.28855
C 1.25126 1.28042 -2.33684
H 0.45124 -1.03876 1.02738
H -1.22110 -2.09317 2.58761
H -1.81986 -0.59520 3.21019
H -0.64556 0.27220 0.93016
H 1.16030 -0.71616 -1.48743
H 2.23186 1.25299 -1.91867
H 0.34267 0.03550 2.40081
H -2.32869 -1.13390 1.55407
H 0.17559 0.52154 -0.65172
H 1.39288 1.20783 -3.40851
H -0.47583 -0.06792 -1.91969
H 0.72297 2.33847 -2.33477


(4)
16
Properties=species:S:1:pos:R:3 method="wB97M-V/def2-TZVPD" homo_lumo_gap_ev=12.41 homo_ev=-11.3 smiles=CC.CC energy_ev=-4341.92158 e_lumo_ha=0.0410 multiplicity=1
C -0.56225 1.62333 2.59066
C 0.54339 -1.06803 -1.68177
C 0.02216 -2.38542 -2.30375
C 0.02274 1.77900 1.20963
H -0.19657 -0.79608 -0.91711
H 0.56593 -0.11165 -2.21011
H 0.17668 1.80313 3.37988
H -0.63973 -2.20054 -3.14495
H -0.51184 -2.82982 -1.45820
H 0.29860 2.80841 0.95403
H -0.88908 0.63335 2.93035
H -1.40263 2.28941 2.74732
H 0.93403 1.18519 1.15660
H 1.48679 -1.25551 -1.16748
H -0.65911 1.62512 0.37573
H 0.81089 -3.09990 -2.46085